{"formula": "CH3ClFNO2S2", "method": "the ωB97M-V functional and the def2-TZVPD basis", "e_lumo_ev": [-2.763, -2.765], "homo_ev": [-8.36, -8.36], "max_force_ev_per_a": 2.922, "elements": ["C", "N", "O", "O", "F", "S", "S", "Cl", "H", "H", "H"], "positions_angstrom": [[2.156, -1.229, 0.109], [-1.920, 1.553, -0.048], [-1.035, -0.494, -1.123], [0.619, 1.168, -0.521], [2.315, -2.182, 0.967], [-0.559, -0.310, 1.677], [-0.640, 0.548, -0.168], [1.427, -1.489, -1.357], [2.602, -0.245, 0.488], [-2.538, 1.333, -0.833], [-2.427, 1.347, 0.810]], "forces_ev_per_angstrom": [[-0.84, 1.05, 0.85], [-0.80, 0.75, -0.37], [-0.12, 0.53, -0.24], [-0.38, 0.93, 0.10], [-0.07, 0.11, -1.05], [0.92, 0.33, -0.82], [0.31, -2.75, 0.95], [1.34, -0.12, 1.64], [-0.87, -1.23, -1.13], [0.23, 0.24, 0.12], [0.29, 0.14, -0.05]]}

{"formula": "CH3ClFP", "method": "the ωB97M-V functional and the def2-TZVPD basis", "e_lumo_ev": [0.107, -0.803], "homo_ev": [-8.13, -8.87], "max_force_ev_per_a": 1.933, "elements": ["C", "F", "P", "Cl", "H", "H", "H"], "positions_angstrom": [[0.338, 0.193, -0.331], [3.356, 1.329, -0.696], [4.270, 0.755, 0.454], [3.955, -1.153, 0.191], [0.743, -0.830, -0.309], [0.139, 0.737, -1.278], [-0.234, 0.785, 0.406]], "forces_ev_per_angstrom": [[-1.07, 1.33, -0.90], [-0.35, 0.40, -0.54], [0.59, 1.38, 0.69], [-0.21, -1.77, -0.17], [-0.40, 0.85, 0.29], [0.72, -0.98, 0.26], [0.73, -1.21, 0.37]]}

{"formula": "CH3ClINO", "method": "the ωB97M-V functional and the def2-TZVPD basis", "e_lumo_ev": [-0.565, -2.921], "homo_ev": [-10.06, -9.19], "max_force_ev_per_a": 3.823, "elements": ["C", "N", "O", "Cl", "I", "H", "H", "H"], "positions_angstrom": [[-1.010, -0.426, -0.047], [0.653, 1.118, 0.309], [-0.210, 0.553, -0.615], [1.589, 2.326, -0.276], [2.625, -1.503, 0.278], [-0.976, -1.217, -0.667], [-1.988, -0.157, 0.033], [-0.683, -0.692, 0.985]], "forces_ev_per_angstrom": [[1.90, 0.36, 3.30], [-1.32, -2.27, 1.04], [1.77, 2.59, -0.64], [0.12, 0.60, -1.10], [-0.12, 0.19, 0.05], [0.38, -2.98, -1.98], [-2.84, 1.43, 0.11], [0.10, 0.09, -0.78]]}

{"formula": "CH3ClN2O2", "method": "the ωB97M-V functional and the def2-TZVPD basis", "e_lumo_ev": [-1.288, -1.289], "homo_ev": [-9.92, -9.92], "max_force_ev_per_a": 5.511, "elements": ["C", "N", "N", "O", "O", "Cl", "H", "H", "H"], "positions_angstrom": [[0.100, 1.435, 0.281], [-0.374, -0.476, -0.641], [0.358, -1.364, 0.018], [1.315, -0.935, 0.622], [-0.022, -2.505, -0.173], [-2.024, -0.859, -0.841], [0.658, 1.027, 1.086], [0.807, 1.811, -0.498], [-0.818, 1.865, 0.148]], "forces_ev_per_angstrom": [[2.44, -3.04, -3.66], [-0.22, 5.50, 0.29], [-1.11, -1.41, -0.47], [0.84, -0.63, 0.36], [1.20, -0.89, 1.06], [0.38, 0.18, 0.12], [-0.48, -0.04, 1.08], [-0.62, -0.50, 0.58], [-2.42, 0.83, 0.64]]}

{"formula": "CH3ClN2S", "method": "the ωB97M-V functional and the def2-TZVPD basis", "e_lumo_ev": [-2.183, -2.230], "homo_ev": [-8.51, -8.45], "max_force_ev_per_a": 3.261, "elements": ["C", "N", "N", "S", "Cl", "H", "H", "H"], "positions_angstrom": [[2.223, 0.055, 0.056], [0.141, 1.669, -0.366], [0.283, -1.686, -0.080], [1.847, -1.579, 0.017], [3.698, 0.759, -0.006], [-0.062, 1.450, -1.375], [-0.333, 0.945, 0.108], [0.038, -2.621, -0.146]], "forces_ev_per_angstrom": [[-2.96, -1.19, -0.69], [2.60, -0.45, -1.29], [1.19, 2.33, 0.04], [-0.50, 2.67, -0.03], [0.65, 0.33, 0.05], [0.49, 0.02, 0.98], [-1.00, -1.31, 0.93], [-0.47, -2.40, 0.00]]}

{"formula": "CH3ClN3O", "method": "the ωB97M-V functional and the def2-TZVPD basis", "e_lumo_ev": [-6.437, -6.438], "charge": 1, "homo_ev": [-13.25, -13.25], "max_force_ev_per_a": 2.658, "elements": ["C", "N", "N", "N", "O", "Cl", "H", "H", "H"], "positions_angstrom": [[-1.051, -0.168, -0.579], [0.887, 1.093, 1.156], [1.805, -0.649, -0.087], [1.195, 0.237, 0.423], [-2.073, -0.019, 0.106], [3.246, -0.956, -0.877], [-1.079, -0.694, -1.503], [-0.027, 1.629, 1.308], [-2.901, -0.473, 0.052]], "forces_ev_per_angstrom": [[2.39, 1.00, -0.25], [-0.47, 0.90, 1.64], [-1.67, 0.53, 1.66], [1.20, -0.91, -2.19], [-0.12, 1.02, 2.27], [-0.37, 0.87, 0.12], [-0.92, -1.22, -1.03], [1.41, -1.24, -1.10], [-1.46, -0.95, -1.12]]}

{"formula": "CH3ClN4", "method": "the ωB97M-V functional and the def2-TZVPD basis", "e_lumo_ev": [0.032, 0.033], "homo_ev": [-8.31, -8.31], "max_force_ev_per_a": 4.482, "elements": ["C", "N", "N", "N", "N", "Cl", "H", "H", "H"], "positions_angstrom": [[1.006, 1.670, -0.893], [1.651, 1.316, 0.159], [1.281, 0.677, 1.151], [-0.233, -0.228, -0.325], [0.293, -0.181, 0.904], [2.000, 2.020, -2.235], [0.024, 1.975, -0.770], [-0.368, -1.145, -0.739], [0.051, -1.001, 1.486]], "forces_ev_per_angstrom": [[1.67, -1.19, 1.24], [2.14, 1.72, -2.07], [-1.92, -2.16, 3.42], [-0.54, 1.39, 0.09], [-0.68, -1.34, -2.57], [-0.37, 0.35, -0.50], [-1.66, 0.72, -0.89], [0.11, -0.59, 0.94], [1.26, 1.10, 0.35]]}

{"formula": "CH3ClO2S", "method": "the ωB97M-V functional and the def2-TZVPD basis", "e_lumo_ev": [-2.944, -2.944], "homo_ev": [-9.62, -9.62], "max_force_ev_per_a": 3.648, "elements": ["C", "O", "O", "S", "Cl", "H", "H", "H"], "positions_angstrom": [[-0.105, -0.274, 0.105], [-0.335, 0.728, -0.846], [0.863, -1.122, -0.147], [0.321, -3.038, -1.610], [-0.338, -2.031, -3.160], [-1.097, -0.723, 0.308], [0.184, 0.216, 1.075], [0.508, 0.963, -1.256]], "forces_ev_per_angstrom": [[-1.51, 0.92, 0.80], [-0.05, 0.13, -0.51], [0.88, -3.12, -1.68], [0.51, 2.37, 1.82], [-0.09, -0.01, -0.24], [0.21, 0.01, -0.11], [0.10, -0.25, -0.22], [-0.04, -0.05, 0.16]]}